(1)
{
  "formula": "C6H33O10",
  "method": "ωB97M-V/def2-TZVPD",
  "total_charge": 1,
  "orbital_gap_ev": 9.76,
  "homo_ha": -0.4644,
  "spin_multiplicity": 1,
  "lumo_ev": -2.9,
  "e_tot_ha": -1000.5345,
  "de_lowest_kcal_mol": 14.20,
  "fmax_ev_per_a": 2.27,
  "symbols": ["O", "H", "H", "H", "O", "H", "H", "O", "H", "H", "O", "H", "H", "O", "H", "H", "O", "H", "H", "O", "H", "H", "O", "H", "H", "C", "C", "C", "O", "H", "H", "H", "H", "H", "H", "H", "H", "C", "C", "C", "O", "H", "H", "H", "H", "H", "H", "H", "H"],
  "xyz": [[0.915, -0.355, -0.028], [1.487, -1.060, -0.341], [0.918, 0.282, -0.746], [1.248, -0.010, 0.804], [2.103, 0.211, 2.216], [2.859, -0.078, 2.727], [2.018, 1.142, 2.419], [0.687, 1.121, -2.266], [0.660, 1.015, -3.217], [-0.201, 1.387, -2.029], [0.134, 2.845, 0.108], [-0.531, 2.698, -0.565], [0.471, 3.722, -0.076], [2.473, -2.232, -0.753], [3.082, -2.464, -1.453], [2.419, -3.019, -0.211], [1.821, 2.838, 2.424], [1.406, 3.347, 3.121], [1.143, 2.750, 1.755], [3.495, 0.492, -0.560], [3.581, 0.300, -1.494], [4.267, 0.091, -0.161], [3.049, 3.073, -2.047], [2.642, 2.291, -1.674], [3.743, 3.302, -1.429], [-2.923, -1.114, 2.887], [-1.657, -0.457, 2.466], [-1.896, 0.995, 1.966], [-0.693, -0.679, 3.463], [-3.417, -0.755, 3.789], [-2.655, -2.113, 3.231], [-3.660, -1.160, 2.085], [-1.277, -0.966, 1.580], [-2.526, 1.534, 2.674], [-2.457, 0.931, 1.033], [-0.933, 1.454, 1.747], [-0.643, -1.637, 3.506], [-2.532, -1.380, -1.259], [-1.737, -2.145, -2.335], [-1.385, -1.250, -3.533], [-0.480, -2.500, -1.720], [-1.937, -0.555, -0.868], [-2.770, -2.005, -0.399], [-3.483, -1.036, -1.666], [-2.355, -2.961, -2.707], [-0.833, -0.352, -3.256], [-2.274, -0.931, -4.077], [-0.715, -1.705, -4.263], [-0.650, -2.904, -0.866]]
}



(2)
{
  "formula": "C5H12N2",
  "method": "ωB97M-V/def2-TZVPD",
  "total_charge": 0,
  "orbital_gap_ev": [7.00, 7.00],
  "homo_ha": [-0.2331, -0.2330],
  "spin_multiplicity": 1,
  "lumo_ev": [0.7, 0.7],
  "e_tot_ha": -307.0230,
  "de_lowest_kcal_mol": 129.48,
  "fmax_ev_per_a": 1.55,
  "symbols": ["C", "C", "N", "C", "N", "H", "H", "H", "H", "H", "H", "H", "H", "C", "C", "H", "H", "H", "H"],
  "xyz": [[0.459, 1.479, 0.430], [-1.647, 0.297, 0.123], [-0.179, 0.218, -0.034], [0.225, -0.181, -1.493], [-0.433, 0.087, -2.556], [-1.435, 0.192, -2.427], [1.316, -0.207, -1.515], [0.162, 2.278, -0.249], [0.149, 1.712, 1.447], [-2.091, -0.632, -0.234], [1.539, 1.364, 0.412], [-2.043, 1.132, -0.452], [-1.886, 0.439, 1.177], [0.348, -1.176, 0.642], [1.554, -1.161, 1.301], [1.760, -1.946, 2.016], [2.396, -0.581, 0.946], [-0.476, -1.703, 1.113], [0.283, -1.612, -0.648]]
}



(3)
{
  "formula": "C5H9NO",
  "method": "ωB97M-V/def2-TZVPD",
  "total_charge": 0,
  "orbital_gap_ev": 7.72,
  "homo_ha": -0.2571,
  "spin_multiplicity": 1,
  "lumo_ev": 0.7,
  "e_tot_ha": -325.7655,
  "de_lowest_kcal_mol": 107.96,
  "fmax_ev_per_a": 0.56,
  "symbols": ["C", "C", "C", "C", "N", "C", "O", "H", "H", "H", "H", "H", "H", "H", "H", "H"],
  "xyz": [[-1.768, 0.387, -1.655], [0.294, -0.609, 0.091], [-0.713, -0.992, 1.165], [1.732, -0.233, 0.556], [1.441, 1.129, 0.072], [0.218, 0.814, -0.393], [-0.626, 1.471, -1.023], [-2.677, 0.877, -1.256], [0.236, -1.282, -0.766], [-1.702, 0.768, -2.694], [-0.496, -1.995, 1.548], [-1.711, -0.983, 0.719], [-0.689, -0.288, 2.008], [1.904, -0.287, 1.636], [2.539, -0.732, 0.009], [2.018, 1.955, -0.019]]
}



(4)
{
  "formula": "C26H17N5O5SeW",
  "method": "ωB97M-V/def2-TZVPD",
  "total_charge": 0,
  "orbital_gap_ev": [5.70, 5.78],
  "homo_ha": [-0.2596, -0.2547],
  "spin_multiplicity": 1,
  "lumo_ev": [-1.4, -1.2],
  "e_tot_ha": -4119.6090,
  "fmax_ev_per_a": 0.87,
  "symbols": ["W", "O", "C", "C", "C", "N", "C", "C", "C", "O", "O", "C", "O", "O", "H", "H", "H", "C", "C", "C", "C", "N", "C", "C", "C", "C", "C", "C", "N", "H", "H", "H", "H", "H", "H", "H", "H", "Se", "C", "N", "C", "C", "C", "C", "C", "C", "C", "C", "N", "H", "H", "H", "H", "H", "H"],
  "xyz": [[-0.190, 0.368, -0.782], [5.617, 0.024, 1.432], [4.335, 0.067, 1.020], [3.302, 0.588, 1.786], [2.027, 0.579, 1.271], [1.727, 0.085, 0.068], [2.737, -0.361, -0.680], [4.040, -0.405, -0.254], [2.293, -0.663, -2.076], [3.011, -1.113, -2.926], [1.036, -0.288, -2.233], [0.836, 1.165, 1.959], [0.920, 1.745, 3.019], [-0.233, 0.998, 1.239], [5.695, 0.397, 2.319], [3.450, 1.009, 2.774], [4.805, -0.785, -0.918], [2.117, 4.032, -1.272], [1.347, 4.973, -0.608], [0.073, 4.625, -0.213], [-0.391, 3.342, -0.446], [0.387, 2.403, -1.009], [1.607, 2.767, -1.451], [-1.772, 2.910, -0.141], [-2.778, 3.791, 0.212], [-4.059, 3.309, 0.408], [-4.303, 1.961, 0.221], [-3.248, 1.148, -0.142], [-2.015, 1.614, -0.307], [3.106, 4.268, -1.637], [1.734, 5.965, -0.416], [-0.564, 5.345, 0.280], [2.164, 2.010, -1.983], [-2.563, 4.844, 0.318], [-4.860, 3.980, 0.689], [-5.288, 1.538, 0.356], [-3.381, 0.090, -0.314], [-0.683, 1.171, -5.241], [-1.092, 0.748, -3.609], [-1.355, 0.482, -2.488], [-1.053, -1.404, 0.174], [-0.570, -2.342, -0.884], [0.628, -3.047, -0.728], [1.111, -3.876, -1.719], [0.393, -4.028, -2.902], [-0.817, -3.360, -3.067], [-1.293, -2.538, -2.063], [0.882, -4.902, -3.941], [1.263, -5.603, -4.768], [-0.614, -1.651, 1.138], [-2.139, -1.459, 0.263], [1.191, -2.930, 0.192], [2.043, -4.410, -1.585], [-1.374, -3.481, -3.987], [-2.230, -2.017, -2.198]]
}



(5)
{
  "formula": "C2H21N2O7",
  "method": "ωB97M-V/def2-TZVPD",
  "total_charge": 0,
  "orbital_gap_ev": [2.71, 9.11],
  "homo_ha": [-0.0819, -0.3185],
  "spin_multiplicity": 2,
  "lumo_ev": [0.5, 0.4],
  "e_tot_ha": -724.8455,
  "de_lowest_kcal_mol": 20.64,
  "fmax_ev_per_a": 2.11,
  "symbols": ["C", "C", "N", "N", "H", "H", "H", "H", "H", "H", "H", "H", "H", "O", "H", "H", "O", "H", "H", "O", "H", "H", "O", "H", "H", "O", "H", "H", "O", "H", "H", "O"],
  "xyz": [[-1.178, 1.762, 0.359], [-0.723, 2.205, -0.811], [0.334, 1.431, -1.430], [-2.135, 2.393, 1.104], [-0.789, 0.861, 0.788], [-1.155, 3.036, -1.336], [1.280, 1.482, -1.003], [0.286, 0.409, -1.209], [0.251, 1.335, -2.441], [-2.554, 3.187, 0.661], [-2.640, 1.873, 1.797], [-0.331, -0.071, 4.085], [0.915, 0.136, 3.171], [0.020, -0.230, 3.201], [-0.587, -1.157, -2.381], [-1.971, -1.060, -1.706], [-1.275, -0.534, -2.116], [-0.562, -1.725, 2.532], [-0.501, -3.200, 2.084], [-0.874, -2.344, 1.838], [3.950, 1.325, -1.592], [3.071, 0.632, -2.621], [3.239, 0.672, -1.666], [2.366, 1.299, 1.637], [1.900, -0.020, 0.787], [1.688, 0.874, 1.101], [-1.500, -3.064, 0.207], [-1.031, -3.880, -0.930], [-1.222, -2.950, -0.725], [0.293, -2.117, -0.899], [1.872, -2.079, -1.041], [1.078, -1.531, -1.031]]
}



(6)
{
  "formula": "C15H34FNO7",
  "method": "ωB97M-V/def2-TZVPD",
  "total_charge": 0,
  "orbital_gap_ev": 9.35,
  "homo_ha": -0.3261,
  "spin_multiplicity": 1,
  "lumo_ev": 0.5,
  "e_tot_ha": -1273.0618,
  "smiles": "C[C@H](F)OC(=O)NCCCCO.COCCOC.COCCOC",
  "fmax_ev_per_a": 5.14,
  "symbols": ["C", "C", "F", "O", "C", "O", "N", "C", "C", "C", "C", "O", "H", "H", "H", "H", "H", "H", "H", "H", "H", "H", "H", "H", "H", "H", "C", "O", "C", "C", "O", "C", "H", "H", "H", "H", "H", "H", "H", "H", "H", "H", "C", "O", "C", "C", "O", "C", "H", "H", "H", "H", "H", "H", "H", "H", "H", "H"],
  "xyz": [[-5.049, 0.810, 1.404], [-3.886, 0.196, 0.460], [-4.174, -1.128, 0.015], [-2.654, 0.309, 1.206], [-1.585, 0.821, 0.422], [-0.553, 0.102, 0.328], [-1.548, 2.121, -0.240], [-2.418, 3.150, 0.408], [-1.966, 3.597, 1.882], [-2.898, 3.019, 3.066], [-2.498, 3.724, 4.484], [-1.798, 2.747, 5.322], [-6.013, 0.209, 1.372], [-4.644, 0.710, 2.478], [-5.226, 1.918, 1.228], [-3.789, 0.885, -0.446], [-0.573, 2.450, -0.117], [-2.348, 4.090, -0.259], [-3.522, 2.881, 0.445], [-2.107, 4.743, 1.927], [-0.848, 3.431, 2.101], [-2.779, 1.902, 3.241], [-4.005, 3.276, 2.906], [-3.421, 4.036, 5.070], [-1.786, 4.576, 4.230], [-1.290, 2.125, 4.761], [1.900, -0.531, -5.179], [0.787, -0.674, -4.306], [1.181, -0.919, -2.957], [1.152, 0.356, -2.121], [2.114, 1.307, -2.581], [1.540, 2.297, -3.422], [1.555, -0.039, -6.090], [2.699, 0.071, -4.740], [2.290, -1.521, -5.438], [2.171, -1.390, -2.922], [0.462, -1.629, -2.537], [1.419, 0.104, -1.092], [0.149, 0.796, -2.108], [1.040, 3.054, -2.809], [0.827, 1.876, -4.133], [2.346, 2.775, -3.982], [2.527, -5.276, 1.784], [3.780, -5.086, 1.138], [3.651, -4.966, -0.276], [3.663, -3.507, -0.721], [2.532, -2.798, -0.223], [2.831, -2.047, 0.946], [2.652, -5.039, 2.842], [1.746, -4.632, 1.373], [2.224, -6.324, 1.689], [2.747, -5.477, -0.627], [4.513, -5.475, -0.720], [3.606, -3.475, -1.813], [4.593, -3.011, -0.421], [3.330, -1.115, 0.665], [3.462, -2.600, 1.644], [1.890, -1.806, 1.444]]
}



- Number 4 is which compound?
  C26H17N5O5SeW